1.
{
  "formula": "C26H26N5O2PbS4",
  "method": "the ωB97M-V functional and the def2-TZVPD basis",
  "charge": 1,
  "homo_ev": -10.69,
  "multiplicity": 1,
  "lumo_ev": -3.659,
  "elements": ["Pb", "C", "C", "N", "N", "C", "O", "C", "C", "C", "C", "C", "C", "C", "C", "C", "C", "C", "N", "H", "H", "H", "H", "H", "H", "H", "H", "H", "H", "H", "H", "S", "C", "S", "S", "C", "C", "C", "N", "C", "S", "N", "C", "O", "C", "C", "C", "C", "C", "C", "H", "H", "H", "H", "H", "H", "H", "H", "H", "H", "H", "H", "H", "H"],
  "positions_angstrom": [[-0.8291, -0.1295, -0.3313], [-4.7575, -2.3368, 1.2205], [-3.7499, -1.3252, 0.7860], [-2.5213, -1.6270, 0.5462], [-2.0385, -2.9095, 0.8827], [-0.8193, -3.0972, 0.4657], [-0.0794, -2.2855, -0.2217], [-0.1617, -4.4217, 0.8703], [1.1663, -4.6415, 0.6536], [1.7630, -5.8124, 1.0682], [0.9586, -6.8188, 1.6131], [-0.3617, -6.6219, 1.8405], [-0.9258, -5.4404, 1.4149], [-4.2249, 0.0619, 0.3869], [-5.4233, 0.6165, 0.8074], [-5.8554, 1.8033, 0.2935], [-5.0889, 2.4944, -0.6158], [-3.8427, 1.9449, -0.9273], [-3.4617, 0.7889, -0.4200], [-4.3592, -3.3179, 0.9343], [-5.6890, -2.0940, 0.6965], [-4.9145, -2.3211, 2.2848], [1.7676, -3.8647, 0.1748], [2.7873, -6.0442, 0.8282], [1.4531, -7.7416, 1.9640], [-1.0536, -7.3875, 2.2279], [-1.9717, -5.2266, 1.5854], [-6.0834, 0.0478, 1.4358], [-6.8755, 2.0971, 0.6053], [-5.4690, 3.3943, -1.1112], [-3.1380, 2.4297, -1.5670], [0.5299, 2.6435, 2.6465], [0.9432, 1.0600, 2.6005], [-0.1599, -0.1805, 2.2644], [2.5996, 0.6407, 3.1392], [2.5431, 0.2490, -4.5833], [1.9506, -0.0559, -3.2158], [3.0729, 0.1452, -2.1837], [2.7062, -0.3974, -0.8456], [2.8883, 0.2303, 0.3008], [3.0669, -0.7162, 1.7429], [3.0159, 1.5708, 0.3233], [2.0348, 2.3740, -0.3807], [1.1653, 1.8555, -1.0086], [2.1333, 3.7898, -0.1214], [3.3285, 4.3762, 0.3340], [3.2864, 5.6947, 0.6493], [2.0763, 6.3798, 0.7715], [0.9268, 5.8070, 0.3692], [0.9406, 4.5472, -0.1612], [1.8506, 0.2804, -5.4075], [3.2717, -0.5821, -4.8506], [3.2188, 1.1086, -4.5411], [1.5842, -1.1291, -3.1357], [1.1547, 0.6362, -3.0158], [3.3629, 1.2169, -2.0832], [4.0074, -0.3598, -2.5542], [2.3660, -1.2957, -0.8270], [3.2686, 2.0433, 1.1543], [4.3006, 3.8413, 0.2634], [4.2037, 6.2198, 1.0017], [2.0825, 7.3508, 1.2190], [-0.0163, 6.3753, 0.3352], [0.0950, 4.0665, -0.5922]]
}

***

2.
{
  "formula": "C40H32Cl2MoN4O3P2STe",
  "method": "the ωB97M-V functional and the def2-TZVPD basis",
  "charge": 2,
  "s_squared": 2.017,
  "homo_ev": [-13.68, -13.36],
  "multiplicity": 3,
  "lumo_ev": [-5.980, -6.290],
  "elements": ["Mo", "Te", "C", "C", "C", "N", "C", "C", "C", "P", "C", "C", "C", "C", "C", "C", "C", "C", "C", "C", "C", "C", "P", "C", "C", "C", "C", "C", "C", "C", "C", "C", "C", "C", "C", "H", "H", "H", "H", "H", "H", "H", "H", "H", "H", "H", "H", "H", "H", "H", "H", "H", "H", "H", "H", "H", "H", "H", "H", "Cl", "C", "Cl", "H", "H", "O", "S", "O", "O", "C", "N", "C", "C", "C", "N", "C", "C", "C", "N", "C", "C", "H", "H", "H", "H", "H", "H"],
  "positions_angstrom": [[0.3405, 0.4782, 1.2096], [2.5111, 2.2757, 1.3735], [1.8678, 4.1894, 1.9829], [2.6826, 5.2582, 1.6436], [2.3307, 6.5186, 2.1146], [1.2622, 6.7424, 2.8693], [0.5030, 5.7028, 3.2001], [0.7640, 4.4016, 2.7911], [1.3335, 1.6941, -0.2899], [1.7653, -0.0057, -0.6306], [3.5332, -0.2606, -0.4128], [4.4460, 0.1728, -1.3759], [5.8014, -0.0187, -1.1729], [6.2509, -0.6521, -0.0191], [5.3475, -1.0987, 0.9341], [3.9888, -0.9021, 0.7373], [1.3455, -0.5250, -2.2941], [0.9687, -1.8535, -2.4807], [0.6855, -2.3171, -3.7561], [0.7716, -1.4537, -4.8394], [1.1465, -0.1287, -4.6542], [1.4411, 0.3380, -3.3838], [-0.4130, 2.0215, -0.4193], [-0.7785, 3.7311, -0.0207], [0.0315, 4.7682, -0.4815], [-0.3206, 6.0829, -0.2232], [-1.4817, 6.3653, 0.4844], [-2.2968, 5.3352, 0.9335], [-1.9462, 4.0178, 0.6847], [-1.1663, 1.6857, -2.0147], [-1.6806, 0.4218, -2.2870], [-2.2858, 0.1633, -3.5051], [-2.3878, 1.1744, -4.4509], [-1.8895, 2.4422, -4.1784], [-1.2841, 2.7045, -2.9606], [3.5695, 5.1366, 1.0350], [2.9424, 7.3800, 1.8730], [-0.3563, 5.9142, 3.8262], [0.1113, 3.5970, 3.0968], [4.1002, 0.6544, -2.2822], [6.5106, 0.3207, -1.9154], [7.3111, -0.8035, 0.1321], [5.7003, -1.6008, 1.8246], [3.2796, -1.2526, 1.4797], [0.9011, -2.5279, -1.6332], [0.3999, -3.3498, -3.9056], [0.5501, -1.8156, -5.8346], [1.2128, 0.5397, -5.5022], [1.7257, 1.3730, -3.2382], [0.9377, 4.5489, -1.0346], [0.3092, 6.8896, -0.5738], [-1.7506, 7.3935, 0.6868], [-3.2048, 5.5591, 1.4772], [-2.5855, 3.2161, 1.0313], [-1.5852, -0.3659, -1.5525], [-2.6833, -0.8207, -3.7143], [-2.8680, 0.9782, -5.4003], [-1.9811, 3.2306, -4.9131], [-0.9181, 3.7006, -2.7481], [-0.9804, 0.9311, 3.3602], [-2.6607, 0.2348, 3.2985], [-3.4997, 0.6606, 1.8301], [-3.1702, 0.6508, 4.1600], [-2.5487, -0.8410, 3.3686], [-6.2845, -9.0002, 0.7665], [-4.8572, -9.0157, 0.8667], [-3.9990, -9.3722, -0.2267], [-4.5052, -7.4199, 1.2498], [-3.2568, -7.1509, 1.6880], [-2.5590, -8.1348, 2.2351], [-1.3416, -7.8223, 2.6503], [-0.8286, -6.5356, 2.5389], [-1.6637, -5.5907, 1.9690], [-2.8827, -5.8962, 1.5277], [-1.2639, -4.1712, 1.7625], [-0.1913, -3.5866, 2.4324], [0.1114, -2.2669, 2.1792], [-0.5811, -1.5075, 1.3144], [-1.6202, -2.0643, 0.6769], [-1.9879, -3.3781, 0.8758], [-0.7573, -8.6254, 3.0827], [0.1752, -6.3151, 2.8680], [0.3983, -4.1351, 3.1524], [0.9469, -1.7924, 2.6929], [-2.1711, -1.4250, 0.0037], [-2.8373, -3.7949, 0.3537]]
}

***

3.
{
  "formula": "C4H4Cl4",
  "method": "the ωB97M-V functional and the def2-TZVPD basis",
  "homo_ev": [-8.83, -8.63],
  "multiplicity": 1,
  "lumo_ev": [-0.522, -0.756],
  "elements": ["C", "C", "C", "C", "Cl", "Cl", "Cl", "Cl", "H", "H", "H", "H"],
  "positions_angstrom": [[-0.4214, -0.5240, 0.2016], [-0.0607, -1.5877, -0.4347], [-1.2120, 0.1309, 1.2181], [1.2356, 1.3494, -0.7777], [1.2159, -1.8390, -1.5095], [-0.9700, -3.1767, -0.1484], [0.9331, 1.5532, -2.4225], [1.2517, 2.7388, 0.2214], [-0.7209, 1.1075, 1.2759], [-1.0952, -0.4084, 2.1111], [-2.1857, 0.2047, 0.8611], [2.0295, 0.4514, -0.5963]]
}

***

4.
{
  "formula": "C3H4BrNO",
  "method": "the ωB97M-V functional and the def2-TZVPD basis",
  "smiles": "Br[C@@H]1N=CCO1",
  "homo_ev": -9.99,
  "multiplicity": 1,
  "lumo_ev": 0.357,
  "elements": ["Br", "C", "N", "C", "C", "O", "H", "H", "H", "H"],
  "positions_angstrom": [[2.5916, -0.1014, 0.2963], [0.8568, -0.0204, -0.9058], [0.2631, 1.2228, -0.4177], [-0.6371, 0.8325, 0.3755], [-0.6722, -0.6456, 0.5538], [0.0150, -1.0655, -0.6129], [1.0892, 0.0197, -2.0140], [-1.3826, 1.5976, 0.6680], [-0.2976, -1.0447, 1.5448], [-1.8262, -0.7951, 0.5121]]
}

***

5.
{
  "formula": "ClFN2O2",
  "method": "the ωB97M-V functional and the def2-TZVPD basis",
  "homo_ev": [-10.91, -9.31],
  "multiplicity": 1,
  "lumo_ev": [-0.432, -1.625],
  "elements": ["N", "N", "O", "O", "F", "Cl"],
  "positions_angstrom": [[-0.2199, 0.7297, -1.1506], [-0.0184, -0.4076, 1.5810], [0.3279, -1.5415, 1.5938], [-0.8847, 0.3542, 1.5286], [-0.1203, -0.6621, -1.4009], [0.9153, 1.5272, -2.1519]]
}

***

ΔE to the lowest compared entry with this formula, charge and spin per entry: 0.000 0.000 4.097 1.083 0.859 eV